Molecular formula: C41H55BrClN6OP2
Method: DFT, ωB97M-V/def2-TZVPD

The calculation puts the strongest force on any atom at 4.2 eV/A. The calculation puts the gap between HOMO and LUMO at 3.518 eV. The LUMO energy comes out at -5.06 eV. For the HOMO energy, the calculation gives -8.58 eV.

ORCA input file:
```
! RIJCOSX wB97M-V def2-TZVPD def2/J DEFGRID3
* xyz 1 1
O -7.8408 0.1023 8.7591
P -6.9519 0.3480 7.3494
Cl -5.5517 1.8522 7.8253
P -5.8528 -1.5376 7.0093
Br -6.9786 -2.6739 5.4229
C -4.1188 -1.3153 6.3376
C -3.2241 -2.5394 6.9061
C -1.7662 -2.0079 7.2277
C -0.7377 -2.6270 6.1626
C 0.1327 -1.4265 5.5642
C 1.3433 -2.0010 4.6965
C 2.3880 -0.8946 4.2190
C 2.3749 -0.6028 2.6279
C 3.8669 -0.2701 2.2271
C 4.0133 0.6794 0.9841
C 3.5229 0.0492 -0.3902
C 2.1021 0.6528 -0.7489
N 2.1214 1.6128 -1.8661
C 1.9020 1.3125 -3.2122
C 1.9528 2.5191 -4.0416
C 2.2374 3.5995 -3.0485
C 2.3360 2.9975 -1.7292
H -7.6747 0.8332 9.3883
H -5.8733 -2.3163 8.2053
H -3.6875 -0.3363 6.6655
H -4.1439 -1.4154 5.2132
H -3.7536 -2.9084 7.8306
H -3.2195 -3.3332 6.1133
H -1.6950 -0.8890 7.1056
H -1.4364 -2.2325 8.2792
H -0.0952 -3.4003 6.6702
H -1.2699 -3.0945 5.2910
H -0.5887 -0.8009 4.9579
H 0.4920 -0.8299 6.4541
H 1.9092 -2.6919 5.3923
H 0.9286 -2.6409 3.8752
H 2.3400 0.0636 4.7989
H 3.4216 -1.3173 4.4071
H 1.6579 0.2509 2.4594
H 1.9468 -1.4900 2.0894
H 4.4240 -1.2401 2.1471
H 4.3122 0.2822 3.1109
H 5.1208 0.8945 0.8695
H 3.5468 1.6842 1.2103
H 4.2864 0.1901 -1.1976
H 3.3904 -1.0576 -0.1978
H 1.4320 -0.1941 -1.0689
H 1.6953 1.2026 0.1459
H 1.6955 0.2996 -3.6380
H 1.7946 2.6203 -5.1361
H 2.3208 4.6669 -3.3583
H 2.5344 3.5560 -0.7893
N 2.8615 -0.4741 -5.9699
C 2.4853 -1.7562 -5.8920
C 2.9623 -2.7518 -6.7279
C 3.8801 -2.4016 -7.7064
C 4.2840 -1.0801 -7.8095
C 3.7499 -0.1604 -6.9209
H 1.7632 -1.9805 -5.1130
H 2.6244 -3.7741 -6.6170
H 4.2762 -3.1512 -8.3817
H 4.9964 -0.7700 -8.5607
H 4.0380 0.8850 -6.9599
N 3.7491 1.2301 -9.7908
C 4.3000 1.8427 -10.8454
C 3.5765 2.3136 -11.9293
C 2.2020 2.1380 -11.9256
C 1.6074 1.5048 -10.8459
C 2.4206 1.0739 -9.8099
H 5.3785 1.9542 -10.8044
H 4.0759 2.8043 -12.7544
H 1.6006 2.4909 -12.7551
H 0.5372 1.3493 -10.8081
H 2.0008 0.5759 -8.9413
N 5.6354 -0.6243 -2.8366
C 6.8177 -0.9052 -2.2767
C 8.0154 -0.9266 -2.9728
C 7.9898 -0.6444 -4.3298
C 6.7773 -0.3522 -4.9341
C 5.6356 -0.3537 -4.1481
H 6.7866 -1.1221 -1.2132
H 8.9435 -1.1582 -2.4665
H 8.9053 -0.6521 -4.9100
H 6.7183 -0.1278 -5.9913
H 4.6657 -0.1286 -4.5723
N -1.3597 0.1589 2.8405
C -2.4596 0.9018 3.0199
C -3.4564 1.0488 2.0686
C -3.3067 0.3925 0.8563
C -2.1772 -0.3810 0.6467
C -1.2428 -0.4649 1.6674
H -2.5292 1.4002 3.9824
H -4.3255 1.6619 2.2699
H -4.0621 0.4831 0.0848
H -2.0246 -0.9082 -0.2858
H -0.3424 -1.0608 1.5603
N -10.1344 2.9332 4.3433
C -9.7693 2.1774 5.3828
C -10.5606 1.1780 5.9268
C -11.8068 0.9495 5.3638
C -12.2090 1.7214 4.2863
C -11.3394 2.6937 3.8157
H -8.7869 2.3965 5.7906
H -10.2115 0.5938 6.7696
H -12.4567 0.1783 5.7606
H -13.1744 1.5729 3.8210
H -11.6078 3.3207 2.9724
*
```


Molecular formula: C39H27Cl5CsN5O3S
Method: DFT, ωB97M-V/def2-TZVPD

The calculation puts the strongest force on any atom at 1.8 eV/A. Its relative energy (zero: lowest compared OMol25 entry of this formula, charge and spin) is 0.0 kJ/mol. The calculation puts the gap between HOMO and LUMO at 6.630 eV. The LUMO energy comes out at 3.63 eV. For the HOMO energy, the calculation gives -3.00 eV.

ORCA input file:
```
! RIJCOSX wB97M-V def2-TZVPD def2/J DEFGRID3
* xyz -2 1
Cs 1.1866 1.5158 0.0756
C 2.4921 0.7721 3.7659
C 2.8389 -0.5622 3.1787
C 4.1763 -0.9533 3.0690
C 4.4776 -2.1547 2.4669
C 3.4421 -2.9481 1.9910
C 2.1412 -2.4875 2.1381
N 1.8464 -1.3214 2.7162
C 0.9930 -3.2844 1.6054
C 1.0458 -4.6787 1.5797
C -0.0159 -5.3721 1.0286
C -1.0993 -4.6648 0.5375
C -1.0836 -3.2741 0.6337
N -0.0561 -2.6075 1.1503
C -2.2255 -2.4611 0.1069
C -3.5100 -2.9933 0.0307
C -4.5063 -2.2135 -0.5327
C -4.1918 -0.9501 -0.9981
C -2.8857 -0.4802 -0.8532
C -2.4607 0.8747 -1.3134
N -1.9326 -1.2333 -0.3030
H 2.6075 0.7716 4.8529
H 1.4725 1.0457 3.5067
H 3.1748 1.5189 3.3533
H 4.9552 -0.2799 3.3995
H 5.5089 -2.4552 2.3284
H 3.6475 -3.8702 1.4643
H 1.8965 -5.2026 1.9931
H 0.0021 -6.4540 0.9763
H -1.9258 -5.1770 0.0643
H -3.7306 -3.9778 0.4202
H -5.5199 -2.5905 -0.6044
H -4.9429 -0.3196 -1.4565
H -3.2874 1.4536 -1.7258
H -1.6799 0.7632 -2.0717
H -2.0130 1.4301 -0.4880
O -0.2510 2.0841 2.3365
N -0.8204 3.1880 2.4484
N -1.0085 3.8142 1.3273
O -0.6473 3.3577 0.1533
C -1.6560 5.0779 1.4059
C -1.8103 5.7909 0.2234
C -2.4353 7.0303 0.2434
C -2.9092 7.5656 1.4312
C -2.7507 6.8419 2.6092
C -2.1308 5.6047 2.6074
H -1.4316 5.3471 -0.6852
H -2.5482 7.5808 -0.6831
H -3.3945 8.5337 1.4444
H -3.1150 7.2479 3.5456
H -2.0030 5.0418 3.5192
Cl 3.4755 4.3072 2.7032
C 5.1011 3.7791 2.2038
C 5.2844 2.4844 1.7746
C 6.5762 2.1845 1.4098
Cl 6.9414 0.5394 0.8257
C 7.6433 3.0779 1.4573
Cl 9.2562 2.6282 0.9777
C 7.4042 4.3740 1.9060
Cl 8.6978 5.5265 1.9895
C 6.1133 4.7340 2.2856
Cl 5.8183 6.3530 2.8543
C -4.9514 -3.6607 -4.2909
C -4.5940 -5.0029 -4.8766
O -5.4349 -5.7983 -5.2280
S -2.8869 -5.4538 -5.1062
C -1.9538 -4.0386 -4.6085
C -1.7643 -2.9713 -5.4846
C -1.0519 -1.8553 -5.0872
C -0.4876 -1.7634 -3.8009
C -0.6671 -2.8659 -2.9420
C -1.3890 -3.9763 -3.3338
C 0.2286 -0.6162 -3.3740
C 0.7846 0.3942 -2.9249
H -5.7748 -3.8113 -3.5939
H -5.3102 -3.0283 -5.1050
H -4.1224 -3.1637 -3.7956
H -2.1903 -3.0201 -6.4802
H -0.9145 -1.0245 -5.7670
H -0.2304 -2.8130 -1.9535
H -1.5277 -4.8042 -2.6477
*
```


Molecular formula: C5H8FN
Method: DFT, ωB97M-V/def2-TZVPD

The calculation puts the strongest force on any atom at 7.9 eV/A. Its relative energy (zero: lowest compared OMol25 entry of this formula, charge and spin) is 387.0 kJ/mol. The calculation puts the gap between HOMO and LUMO at 9.621 eV. The LUMO energy comes out at 0.93 eV. The SMILES is F/C=C/[C@@H]1CCN1. For the HOMO energy, the calculation gives -8.70 eV.

ORCA input file:
```
! RIJCOSX wB97M-V def2-TZVPD def2/J DEFGRID3
* xyz 0 1
C -0.1144 2.2673 0.3706
C 0.4619 1.2701 -0.4505
C 0.8005 -0.0441 -0.0727
C -0.0849 -0.9718 -0.9416
C -0.6220 -1.6262 0.3974
H -0.4636 2.4411 1.5917
H 0.8577 1.5657 -1.4136
H 1.7995 -0.3961 -0.2127
H 0.4115 -1.7302 -1.6373
H -0.9908 -0.5595 -1.3369
H -1.7707 -1.7204 0.3825
H -0.3054 -2.5804 0.8625
H 0.4770 -0.8216 1.9838
N 0.0041 -0.4083 1.0284
F -0.4602 3.3145 -0.5518
*
```


Molecular formula: C17H14IrN4O3
Method: DFT, ωB97M-V/def2-TZVPD

The calculation puts the strongest force on any atom at 0.5 eV/A. The calculation puts the gap between HOMO and LUMO (spin up / spin down) at 6.733 / 4.761 eV. The LUMO energy (spin up / spin down) comes out at -7.53 / -9.50 eV. For the HOMO energy (spin up / spin down), the calculation gives -14.26 / -14.26 eV. The expectation value of S² is 0.78.

ORCA input file:
```
! RIJCOSX wB97M-V def2-TZVPD def2/J DEFGRID3
* xyz 2 2
Ir -0.0465 0.2339 -0.3275
O 4.3680 -0.1482 -1.1283
C 4.7501 -0.4038 0.0805
C 6.1484 -0.6027 0.2972
C 6.5930 -0.8840 1.5507
C 5.6707 -0.9810 2.6177
C 4.2929 -0.7886 2.4182
C 3.8066 -0.4961 1.1707
C 2.3661 -0.3072 0.9134
O 2.0104 0.0771 -0.3057
N 1.5273 -0.5642 1.8585
N 0.2216 -0.4318 1.4251
C -0.7618 -0.7389 2.2518
C -2.1344 -0.6439 1.9956
C -3.0113 -0.9980 3.0659
C -4.3592 -0.9656 2.9067
C -4.9002 -0.5876 1.6582
C -4.1030 -0.2443 0.5993
C -2.7041 -0.2602 0.7339
O -1.9957 0.0612 -0.3240
H 3.3765 -0.0380 -1.1419
H 6.8074 -0.5272 -0.5572
H 7.6467 -1.0380 1.7380
H 6.0320 -1.2101 3.6114
H 3.6059 -0.8724 3.2482
H -0.4255 -1.1078 3.2156
H -2.5772 -1.2942 4.0125
H -5.0167 -1.2330 3.7211
H -5.9753 -0.5737 1.5332
H -4.5197 0.0294 -0.3600
N 0.4446 4.2773 -0.1045
C -0.9247 4.2464 0.0247
C -1.2842 2.9434 -0.0274
N -0.1269 2.1933 -0.1937
C 0.9020 3.0351 -0.2320
H 1.0164 5.1092 -0.1166
H -1.5149 5.1388 0.1341
H -2.2566 2.4902 0.0159
H 1.9343 2.7632 -0.3626
*
```


Molecular formula: C15H29BF9O9P2S
Method: DFT, ωB97M-V/def2-TZVPD

The calculation puts the strongest force on any atom at 4.0 eV/A. The calculation puts the gap between HOMO and LUMO at 8.122 eV. The LUMO energy comes out at 2.19 eV. For the HOMO energy, the calculation gives -5.94 eV.

ORCA input file:
```
! RIJCOSX wB97M-V def2-TZVPD def2/J DEFGRID3
* xyz -1 1
C 2.0762 -0.0306 2.7355
C 1.7619 -1.0398 1.6302
C 2.5197 -0.8152 0.3150
C 1.7652 0.0681 -0.7076
C 1.8767 1.5601 -0.3702
B 1.4798 2.5673 -1.6033
P -0.3112 2.3622 -2.3539
O -0.4157 2.9650 -3.6965
O -0.6942 0.7753 -2.4530
O -1.4758 2.9277 -1.3899
S 1.5459 4.3506 -0.8777
O 0.7868 5.2461 -1.7290
O 1.1417 4.4411 0.5163
C 3.2804 5.1074 -1.0553
F 3.7006 4.9060 -2.3160
F 3.0935 6.4260 -0.9073
C 4.3730 4.6709 -0.0174
F 3.9038 3.7790 0.8688
F 4.7367 5.7604 0.6950
C 5.7080 4.1140 -0.5951
F 6.5811 4.0841 0.4483
F 6.2324 4.9508 -1.5020
C 5.7100 2.6590 -1.1373
F 5.5182 1.7741 -0.1554
F 6.9429 2.4324 -1.6484
F 4.8259 2.4682 -2.1123
H 1.6997 0.9682 2.5173
H 3.1480 0.0241 2.9355
H 1.6023 -0.3377 3.6734
H 2.0668 -2.0192 2.0155
H 0.6834 -1.0894 1.4598
H 3.5100 -0.3988 0.5257
H 2.6723 -1.7953 -0.1498
H 2.2172 -0.1555 -1.6805
H 0.7300 -0.2723 -0.6553
H 2.9288 1.7393 -0.1335
H 1.2537 1.7880 0.4980
H 2.2793 2.4589 -2.4945
H 0.0752 0.3022 -2.7849
H -1.4142 2.5475 -0.5052
O -1.8620 -2.1605 0.2578
P -3.0325 -3.0274 0.3710
O -4.2147 -2.5618 -0.5989
C -4.0005 -2.5410 -2.0201
C -3.8245 -3.9252 -2.6129
O -3.7413 -2.6849 1.7785
C -3.2085 -1.6927 2.6589
C -3.8207 -0.3350 2.3904
O -3.1832 -4.5935 0.4024
C -3.7055 -5.3825 1.4820
C -5.2164 -5.3568 1.5242
H -3.1371 -1.9095 -2.2424
H -4.8785 -2.0587 -2.4461
H -2.9084 -4.3988 -2.2552
H -3.7698 -3.8631 -3.6999
H -4.6561 -4.5744 -2.3346
H -2.1218 -1.6564 2.5909
H -3.4567 -2.0218 3.6706
H -3.7375 -0.0705 1.3361
H -3.3277 0.4337 2.9865
H -4.8830 -0.3396 2.6410
H -3.2616 -5.0802 2.4285
H -3.3652 -6.4001 1.2881
H -5.6036 -4.3403 1.5257
H -5.5669 -5.8663 2.4229
H -5.6323 -5.8627 0.6514
*
```


Molecular formula: C25H25AgN7OPS2
Method: DFT, ωB97M-V/def2-TZVPD

The calculation puts the strongest force on any atom at 0.6 eV/A. The calculation puts the gap between HOMO and LUMO at 8.019 eV. The LUMO energy comes out at 0.31 eV. For the HOMO energy, the calculation gives -7.71 eV.

ORCA input file:
```
! RIJCOSX wB97M-V def2-TZVPD def2/J DEFGRID3
* xyz 0 1
Ag 0.7803 0.1512 0.1522
C -3.0357 -4.1070 0.5263
C -2.3637 -3.3285 1.5950
N -2.5188 -3.4992 2.8612
N -1.6907 -2.5509 3.4191
C -1.0104 -1.7965 2.5406
S 0.0582 -0.5561 2.8236
N -1.4557 -2.3124 1.3517
N -1.0064 -1.8400 0.1348
H -3.7112 -4.8213 0.9921
H -2.3104 -4.6540 -0.0802
H -3.6078 -3.4525 -0.1340
H -1.6211 -2.4614 4.4152
H -0.7889 -2.5945 -0.4983
H -1.6584 -1.1812 -0.2747
N 0.8228 0.1061 -3.2000
C 0.5248 0.0352 -4.5109
C -0.7085 -0.5676 -4.6021
C -1.0618 -0.8320 -3.2635
N -0.1252 -0.4176 -2.4166
H 1.6814 0.4204 -2.7587
H 1.1962 0.4132 -5.2677
H -1.2695 -0.7909 -5.4958
H -1.9684 -1.2936 -2.8941
S 3.0259 -0.4063 -0.8064
C 3.8079 0.5858 0.3061
N 4.3360 1.2680 1.0862
O -1.1657 1.4968 0.2009
P -0.5176 2.8364 0.4588
C 0.1914 3.0497 2.1053
C -0.5417 3.7294 3.0813
C -0.0581 3.8255 4.3781
C 1.1589 3.2471 4.7127
C 1.8931 2.5623 3.7533
C 1.4092 2.4591 2.4588
C 0.7231 3.2548 -0.7914
C 2.0293 3.6760 -0.5396
C 2.8788 3.9733 -1.5980
C 2.4239 3.8841 -2.9047
C 1.1145 3.4933 -3.1627
C 0.2706 3.1745 -2.1129
C -1.7427 4.1512 0.2827
C -1.3948 5.4980 0.3830
C -2.3631 6.4765 0.2293
C -3.6819 6.1145 -0.0294
C -4.0317 4.7755 -0.1358
C -3.0615 3.7904 0.0212
H -1.4932 4.1809 2.8298
H -0.6349 4.3518 5.1283
H 1.5348 3.3260 5.7261
H 2.8424 2.1001 3.9952
H 2.0018 1.9066 1.7440
H 2.3994 3.7703 0.4681
H 3.9003 4.2680 -1.3939
H 3.0885 4.1261 -3.7260
H 0.7554 3.4295 -4.1829
H -0.7448 2.8462 -2.3113
H -0.3641 5.7768 0.5784
H -2.0948 7.5237 0.3075
H -4.4373 6.8823 -0.1487
H -5.0592 4.4981 -0.3414
H -3.3106 2.7389 -0.0553
*
```


Molecular formula: C24H42B2BrNO14P
Method: DFT, ωB97M-V/def2-TZVPD

The calculation puts the strongest force on any atom at 3.1 eV/A. The calculation puts the gap between HOMO and LUMO at 4.626 eV. The LUMO energy comes out at 1.62 eV. For the HOMO energy, the calculation gives -3.01 eV.

ORCA input file:
```
! RIJCOSX wB97M-V def2-TZVPD def2/J DEFGRID3
* xyz -1 1
N -5.8015 0.9881 -0.2258
B -6.2711 0.6564 -1.6417
O -7.4802 -0.1548 -1.9687
B -5.3757 1.1731 -2.9645
P -3.9379 -0.1365 -3.1218
O -4.0942 -1.2761 -1.7927
Br -1.9076 0.8379 -2.8266
H -5.5145 0.0446 0.1702
H -4.8895 1.5253 -0.2488
H -7.0809 -1.0527 -2.2464
H -6.0827 1.1798 -3.9239
H -4.9482 2.2785 -2.7966
H -4.0359 -2.2280 -2.1199
O 1.2216 -3.0708 -2.9535
C 1.4761 -2.1707 -2.1704
O 1.8789 -2.3638 -0.8801
C 1.9797 -1.0994 -0.2268
C 2.1440 -0.0915 -1.3341
C 1.3509 -0.7056 -2.4599
H 1.0670 -0.9329 0.3548
H 2.8372 -1.1027 0.4524
H 1.8068 0.9109 -1.0573
H 3.2002 -0.0258 -1.6223
H 0.2958 -0.4216 -2.4165
H 1.7792 -0.4581 -3.4339
O -9.0575 -2.8784 -3.4611
C -8.8940 -3.6327 -2.5164
O -7.6857 -4.1461 -2.1414
C -7.8811 -5.0702 -1.0721
C -9.1999 -4.6885 -0.4525
C -9.9802 -4.1661 -1.6322
H -7.8937 -6.0844 -1.4848
H -7.0561 -4.9882 -0.3584
H -9.6897 -5.5189 0.0630
H -9.0485 -3.8811 0.2743
H -10.5080 -4.9667 -2.1577
H -10.6723 -3.3743 -1.3365
O -4.3682 0.3267 1.8018
C -4.2431 1.3173 2.5026
O -4.1649 2.5938 2.0243
C -3.9131 3.4857 3.1090
C -4.3813 2.7561 4.3408
C -4.1067 1.3144 3.9951
H -2.8408 3.7059 3.1386
H -4.4624 4.4190 2.9542
H -3.8822 3.0896 5.2545
H -5.4603 2.9032 4.4716
H -3.0877 1.0193 4.2603
H -4.8366 0.6452 4.4564
O 4.6904 1.0632 -1.8378
C 5.5214 0.6279 -2.6176
O 6.1342 -0.5857 -2.4913
C 7.1216 -0.7202 -3.5124
C 6.7071 0.2410 -4.5956
C 6.0516 1.3534 -3.8170
H 8.0997 -0.4710 -3.0876
H 7.1435 -1.7536 -3.8704
H 7.5420 0.5750 -5.2174
H 5.9667 -0.2347 -5.2503
H 6.7771 2.1031 -3.4893
H 5.2432 1.8188 -4.3856
O 0.6500 2.2019 2.2804
C 1.8049 2.5295 2.0636
O 2.8821 2.0575 2.7571
C 4.0577 2.7331 2.3127
C 3.7238 3.2499 0.9379
C 2.2463 3.5324 1.0411
H 4.2837 3.5407 3.0169
H 4.8991 2.0344 2.2927
H 4.3169 4.1219 0.6499
H 3.8960 2.4628 0.1937
H 2.0500 4.5392 1.4200
H 1.7395 3.3717 0.0867
O 6.7856 1.5053 2.1097
C 7.2025 0.6186 2.8365
O 8.0086 0.8257 3.9188
C 8.3893 -0.4353 4.4673
C 7.3389 -1.4070 3.9968
C 6.9495 -0.8471 2.6521
H 9.3876 -0.6905 4.0966
H 8.4230 -0.3677 5.5586
H 7.6959 -2.4395 3.9542
H 6.4751 -1.3753 4.6719
H 7.5939 -1.2232 1.8526
H 5.8984 -1.0404 2.4262
*
```


Molecular formula: C4H13N3
Method: DFT, ωB97M-V/def2-TZVPD

The calculation puts the strongest force on any atom at 2.4 eV/A. Its relative energy (zero: lowest compared OMol25 entry of this formula, charge and spin) is 126.3 kJ/mol. The calculation puts the gap between HOMO and LUMO at 9.912 eV. The LUMO energy comes out at 1.00 eV. The SMILES is NCCNCCN. For the HOMO energy, the calculation gives -8.91 eV.

ORCA input file:
```
! RIJCOSX wB97M-V def2-TZVPD def2/J DEFGRID3
* xyz 0 1
C 0.9375 -0.8050 -0.8824
N 0.0463 0.1073 -0.1892
C 0.7139 1.1853 0.5352
C -0.2043 2.0645 1.4046
N -1.3005 2.6464 0.6139
C 0.5973 -2.3001 -0.5307
N -0.6346 -2.8129 -1.0967
H 1.9595 -0.6850 -0.4966
H 0.7727 -0.6905 -1.9736
H -0.4922 -0.3403 0.5486
H 1.2659 1.7644 -0.2105
H 1.4989 0.8107 1.2471
H -0.6393 1.4428 2.1902
H 0.4766 2.8668 1.6701
H -1.5042 2.0940 -0.2137
H -2.2149 2.6662 1.0468
H 0.7444 -2.3557 0.5515
H 1.4014 -2.8292 -1.0633
H -1.1522 -2.0088 -1.4464
H -1.2293 -3.2038 -0.3743
*
```